No. 1
Molecular formula: C29H49As3Cl2CrN2O4PS3
Method: DFT, ωB97M-V/def2-TZVPD

```
94
Properties=species:S:1:pos:R:3:forces:R:3
Cr -0.730646 1.041204 0.023293 0.18 0.29 -0.96
C 2.782970 -0.204584 0.070885 0.01 -0.03 -0.03
As 1.216300 -0.058421 1.219670 -0.03 0.31 0.24
C 1.319600 -1.818108 2.046388 0.00 -0.04 -0.07
C 2.009721 0.904645 2.749608 -0.02 -0.04 0.04
C 1.924973 2.439145 2.868313 -0.03 -0.02 0.00
C 0.558541 2.801544 3.468085 -0.04 -0.02 -0.03
C 2.111556 3.170885 1.531173 -0.04 -0.06 0.00
As 0.574193 3.131183 0.307247 0.11 -0.16 0.09
C -0.447916 4.708707 0.793746 -0.01 -0.02 -0.01
C 1.470349 3.779651 -1.288348 -0.05 0.03 -0.03
C 2.991733 2.910566 3.880993 0.03 0.04 -0.01
As 4.966095 2.998264 3.661705 -0.04 -0.06 0.02
C 5.464704 1.198306 3.043353 0.00 0.03 -0.03
C 5.259165 3.923945 1.949979 0.00 0.00 0.03
H 3.667033 -0.406920 0.676213 0.01 0.02 0.00
H 2.916728 0.709291 -0.506617 0.00 0.00 0.00
H 2.636897 -1.025131 -0.631017 -0.02 0.01 -0.01
H 2.308485 -1.954234 2.485100 -0.01 -0.01 0.01
H 1.154023 -2.581338 1.286920 0.04 0.02 -0.02
H 0.560196 -1.907173 2.822394 0.00 0.00 0.00
H 3.045792 0.569919 2.789097 0.01 0.01 -0.03
H 1.510792 0.475905 3.624297 0.04 -0.01 0.02
H -0.265445 2.356118 2.901416 0.00 0.02 -0.01
H 0.419526 3.885193 3.488138 0.01 0.00 0.02
H 0.487620 2.437509 4.495386 0.00 -0.01 0.00
H 2.949555 2.741474 0.978316 0.01 0.02 -0.02
H 2.347242 4.222872 1.712614 0.02 -0.01 0.00
H 0.215828 5.539720 1.032856 -0.01 0.00 0.01
H -1.094895 4.482928 1.638162 0.01 0.00 0.00
H -1.069322 4.967292 -0.062760 -0.01 -0.01 0.01
H 1.979223 4.722203 -1.084716 0.02 -0.01 -0.01
H 0.727213 3.924340 -2.071441 -0.01 -0.01 0.01
H 2.185350 3.033216 -1.632110 0.00 0.00 0.00
H 2.879043 2.316621 4.794972 0.01 0.02 0.02
H 2.752028 3.937774 4.177927 -0.02 0.01 -0.01
H 5.126088 0.446554 3.755799 0.01 0.00 0.00
H 6.553225 1.160617 3.003810 0.00 0.00 0.00
H 5.073580 0.970769 2.052069 -0.01 0.00 0.00
H 4.690837 4.852245 1.917096 0.00 0.01 0.01
H 5.007004 3.313479 1.085160 -0.01 0.01 0.00
H 6.318563 4.175665 1.904206 0.00 0.00 0.00
Cl -7.682784 1.927093 -1.071979 -0.10 0.02 0.08
C -6.102817 1.152411 -1.253903 -0.02 0.12 0.06
C -6.169626 0.116609 -2.318826 -0.18 0.33 -0.13
C -5.164972 -0.706113 -2.265505 1.44 1.43 1.46
Cl -3.922697 -1.952322 -2.797306 -0.13 -1.57 -5.02
C -2.554945 1.176369 -0.995092 -0.04 0.23 0.06
O -1.783779 2.159093 -1.281813 0.06 -0.10 -0.23
C -3.734758 1.332883 -0.090928 0.15 -0.28 -0.04
C -3.279545 1.513858 1.204846 -0.17 0.00 -0.18
O -2.050163 1.410270 1.569026 0.25 -0.10 -0.07
C -5.159813 1.521048 -0.356950 -0.06 0.13 0.02
H -7.045305 0.130341 -2.964674 0.02 -0.13 -0.02
H -4.006068 1.741732 1.993834 0.00 0.03 -0.01
H -5.593456 2.151161 0.416766 0.00 0.06 -0.05
C 3.941745 -2.188827 -4.561021 -0.01 -0.02 -0.01
C 2.831733 -2.241866 -3.558827 0.13 -0.10 0.17
C 2.661793 -3.322614 -2.690332 0.03 0.10 -0.02
C 1.476197 -3.352720 -2.010647 -0.02 -0.01 0.13
N 0.526939 -2.395787 -2.072811 0.34 0.54 -0.13
C 0.926318 -1.228015 -2.690256 0.45 -0.27 0.06
S 0.273145 0.380151 -2.513677 -0.02 0.15 0.08
N 2.015279 -1.213720 -3.485275 -0.24 0.09 -0.17
H 4.892291 -2.461390 -4.100834 0.00 0.00 0.00
H 4.009998 -1.192839 -4.989790 0.00 0.00 0.01
H 3.749305 -2.907244 -5.360381 0.00 0.00 0.00
H 3.372759 -4.131204 -2.607100 0.01 0.00 0.00
H 1.222992 -4.209757 -1.403125 0.01 -0.01 -0.03
C -3.188763 -1.008114 -4.238849 0.57 2.80 0.49
C -2.500111 -3.181492 -2.932591 -0.40 -0.17 0.43
C -4.479552 -3.107887 -0.865085 -0.58 -0.17 1.11
O -4.848326 -3.722913 -0.003268 -0.34 -0.29 0.07
P -1.423474 -3.573389 -1.754781 0.65 -2.04 0.39
S -0.810575 -5.416269 -1.926776 0.26 -0.05 -0.09
S -1.827669 -0.492726 -1.242989 -0.69 0.36 1.59
O -1.423333 -3.112830 -0.258422 -0.75 1.15 -0.36
C -1.682350 -3.516250 1.136167 0.49 -0.26 -0.14
C -2.460740 -2.416068 1.824686 0.04 0.01 -0.07
C -2.231121 -4.918139 1.268727 0.02 0.01 0.11
H -3.211881 -1.135620 -5.324263 -2.09 -0.82 0.23
H -2.195641 -1.300938 -4.142382 1.83 -0.46 0.94
H -3.183570 0.086085 -3.967351 -0.74 -1.16 -0.06
H -2.382865 -3.905297 -3.727480 -0.27 0.12 -0.20
H -2.991584 -1.236583 -1.953537 -0.49 0.77 -0.25
H -2.900846 -0.832612 -0.482407 -0.16 -0.38 0.80
H -4.764221 -2.968599 -3.700291 0.70 -0.25 -0.23
H -0.676578 -3.513914 1.554331 -0.03 -0.07 0.01
H -3.502808 -2.375040 1.524623 -0.07 -0.02 -0.03
H -2.009047 -1.442792 1.625859 0.04 0.00 0.07
H -2.432331 -2.596612 2.900794 0.01 -0.01 0.00
H -3.246948 -5.019913 0.906382 -0.04 0.00 -0.03
H -2.227955 -5.163615 2.333217 -0.01 -0.01 -0.01
H -1.601022 -5.630919 0.742886 0.02 0.01 0.02
```
Forces are in eV/Å.

Computed properties:
**Frontier orbital gap (alpha / beta)**: 0.198 / 0.183 Eh
**Charge**: 0
**Maximum force**: 0.102 hartree/bohr
**Relative energy (zero: lowest compared OMol25 entry of this formula, charge and spin)**: 25.094 eV
**2S+1**: 2

=====

No. 2
Molecular formula: C23H33N3O3
Method: DFT, ωB97M-V/def2-TZVPD

```
62
Properties=species:S:1:pos:R:3:forces:R:3
C 5.466179 -5.336323 -1.905112 0.13 -0.15 -0.22
O 4.806797 -4.578566 -0.919883 -0.17 0.14 0.36
C 4.726547 -5.070493 0.347749 -0.11 0.12 0.27
C 5.273731 -6.283276 0.746392 0.07 -0.03 -0.27
C 5.157374 -6.705351 2.059893 -0.06 0.08 0.06
C 4.493603 -5.925243 2.989965 0.05 -0.10 0.11
C 3.948406 -4.716770 2.602788 0.03 0.03 -0.25
C 4.052267 -4.261655 1.290442 0.25 -0.50 -0.05
C 3.492102 -2.997618 0.845769 -0.22 0.63 0.02
C 3.098767 -1.990772 1.632697 0.11 -0.52 0.04
C 2.520948 -0.710412 1.184066 -0.06 0.18 -0.21
O 1.877406 0.003961 1.940272 0.10 -0.05 0.26
N 2.758805 -0.356672 -0.100685 0.08 -0.06 -0.32
C 2.288225 0.877120 -0.682977 -0.10 0.19 -0.13
C 1.219153 0.613526 -1.753466 0.40 0.03 0.28
O 1.549356 0.555072 -2.926437 0.25 0.07 -0.28
N -0.046789 0.406446 -1.348238 -0.37 -0.17 -0.08
C -0.578881 0.544998 -0.011160 0.06 0.32 0.43
C -1.427410 1.814484 0.083992 -0.29 -0.28 -0.11
C -2.568154 1.755354 -0.951958 0.23 0.12 -0.10
N -3.494389 2.873146 -0.942751 -0.06 -0.20 -0.15
C -2.957266 4.138873 -1.396588 0.03 -0.20 -0.09
C -4.368212 2.943173 0.214639 -0.13 0.03 -0.05
C -3.904048 3.839272 1.396851 -0.01 0.03 -0.01
C -4.941526 4.956507 1.514441 -0.05 -0.06 0.16
C -6.228590 4.305997 1.016250 -0.01 0.09 -0.13
C -5.762053 3.481479 -0.179227 -0.03 -0.07 0.28
C -1.955405 1.548489 -2.341080 -0.13 -0.30 0.28
C -1.090779 0.288465 -2.348831 0.03 0.12 -0.48
H 4.983124 -6.306441 -2.058090 0.03 0.04 0.02
H 5.394104 -4.751193 -2.820795 0.03 -0.09 0.05
H 6.521156 -5.487864 -1.656199 -0.05 0.00 0.00
H 5.794108 -6.910290 0.039800 0.04 -0.02 -0.08
H 5.587612 -7.651898 2.350965 0.03 -0.08 0.02
H 4.398785 -6.259960 4.011470 -0.02 -0.02 0.08
H 3.415554 -4.117846 3.324159 -0.07 0.07 0.08
H 3.420123 -2.913217 -0.230513 -0.07 0.10 -0.05
H 3.147866 -2.069610 2.709131 0.03 0.01 0.09
H 3.283167 -0.969200 -0.703177 0.03 0.03 0.14
H 1.925839 1.514728 0.124306 0.08 -0.06 -0.07
H 3.120093 1.373605 -1.193215 -0.22 -0.04 0.05
H 0.209789 0.550282 0.739431 -0.06 -0.08 -0.12
H -1.214063 -0.327662 0.184095 0.06 0.01 0.04
H -1.835801 1.899732 1.091091 -0.01 0.04 0.08
H -0.793797 2.682406 -0.107232 0.05 0.08 0.05
H -3.172910 0.865849 -0.725680 0.08 0.01 -0.01
H -1.997991 4.407317 -0.934626 0.01 0.07 0.02
H -3.668707 4.929122 -1.174158 -0.02 0.11 -0.02
H -2.820243 4.108315 -2.478218 0.07 0.13 0.00
H -4.482788 1.917341 0.575268 0.03 0.03 -0.03
H -3.888026 3.252786 2.316330 0.06 0.00 0.05
H -2.902642 4.232248 1.235445 0.11 -0.05 0.04
H -4.676465 5.793056 0.865387 0.01 0.07 -0.02
H -5.028870 5.333155 2.532977 0.02 0.11 0.00
H -6.633650 3.650257 1.788920 -0.07 -0.01 0.07
H -6.992232 5.035159 0.748428 -0.09 -0.01 0.06
H -6.447679 2.671632 -0.421416 -0.01 -0.04 -0.12
H -5.670762 4.113428 -1.061855 0.02 0.03 -0.07
H -1.322925 2.396544 -2.604288 0.04 0.07 -0.07
H -2.748869 1.462213 -3.083341 -0.05 0.04 -0.05
H -0.610443 0.156611 -3.319570 -0.12 -0.07 0.15
H -1.698618 -0.593815 -2.122645 0.02 0.01 -0.02
```
Forces are in eV/Å.

Computed properties:
**SMILES**: COc1ccccc1/C=C/C(=O)NCC(=O)N1CCC(N(C)C2CCCC2)CC1
**Frontier orbital gap**: 0.297 Eh
**Charge**: 0
**Maximum force**: 0.013 hartree/bohr
**Relative energy (zero: lowest compared OMol25 entry of this formula, charge and spin)**: 1.429 eV

=====

No. 3
Molecular formula: C9H15ClSi
Method: DFT, ωB97M-V/def2-TZVPD

```
26
Properties=species:S:1:pos:R:3:forces:R:3
C -0.326245 -0.336577 0.766438 -2.85 0.85 -1.54
C -0.431746 1.063495 0.246018 -0.33 -1.26 -0.88
C -1.241844 -1.156627 0.095349 0.49 -1.94 -0.12
C -1.194639 1.202100 -0.932174 0.46 -0.13 1.62
C 0.482868 -0.828143 1.912031 -0.77 0.63 0.52
C 0.410992 2.217510 0.798257 -1.25 -2.97 0.50
C -1.322846 -2.651531 0.252816 2.69 -1.43 -0.97
C -1.407912 2.546836 -1.457594 -2.84 2.50 -1.50
C 1.823105 -1.952388 -1.375844 -0.28 2.30 0.46
Si -2.079749 -0.369303 -1.307144 2.00 2.00 1.94
Cl -3.297905 -0.830935 -2.848419 0.08 -0.20 0.07
H -0.116600 -0.981521 2.829846 0.17 0.65 -0.23
H 1.376139 -0.245339 2.117515 -0.01 0.03 0.08
H 0.723610 -1.822395 1.681143 0.95 -1.45 -0.33
H 1.347218 1.734416 1.033609 0.66 0.64 0.00
H 0.006694 2.723820 1.652141 -0.31 0.02 0.70
H 0.368674 2.863903 0.006131 1.05 2.04 -1.69
H -1.519226 -3.234980 -0.665807 -0.41 0.85 -0.24
H -2.107113 -3.005648 0.900080 0.26 -0.22 0.99
H -0.225292 -3.099835 0.371940 -2.29 0.75 0.87
H -1.684858 3.351852 -0.646133 0.81 -1.42 -1.53
H -2.352843 2.530380 -2.143947 1.43 0.14 1.14
H -0.642913 2.922155 -2.170705 -0.06 -0.05 0.75
H 2.103656 -2.931352 -1.387921 0.45 -2.54 -0.04
H 1.513026 -1.441766 -0.500355 -0.78 -0.30 0.87
H 2.373400 -1.247090 -1.922461 0.68 0.50 -1.43
```
Forces are in eV/Å.

Computed properties:
**Frontier orbital gap (alpha / beta)**: 0.253 / 0.241 Eh
**Charge**: 0
**Maximum force**: 0.079 hartree/bohr
**Relative energy (zero: lowest compared OMol25 entry of this formula, charge and spin)**: 4.928 eV

=====

No. 4
Molecular formula: C5H14N2O
Method: DFT, ωB97M-V/def2-TZVPD

```
22
Properties=species:S:1:pos:R:3:forces:R:3
C -0.967126 1.885353 -1.003911 0.02 0.11 -0.03
C -0.056601 1.182590 -0.006118 1.64 0.73 -2.19
C -0.650658 1.248131 1.393607 0.01 -0.76 0.23
N 0.439180 -0.210152 -0.937510 -2.79 2.80 2.44
N 1.804786 -0.401711 -1.011794 1.38 0.10 0.90
C -0.249957 -1.122750 -0.115063 0.67 -4.50 -3.35
C 0.341311 -1.654194 1.177534 0.41 -0.22 0.64
O -0.366074 -2.439216 -1.101946 -0.39 0.58 1.44
H -1.239804 2.884753 -0.645067 -0.05 -0.16 0.08
H -0.480275 2.017194 -1.972836 -0.04 -0.16 0.12
H -1.888962 1.316120 -1.159854 0.06 0.03 0.00
H 0.903977 1.708481 0.026567 -0.07 -0.11 -0.03
H 0.022230 0.848499 2.154057 -0.16 -0.13 -0.04
H -1.625777 0.755137 1.445933 0.11 -0.09 0.12
H -0.826769 2.293207 1.676314 0.14 -0.07 -0.38
H 2.113454 -1.360403 -0.843314 -0.25 0.48 -0.14
H 2.207874 0.016917 -1.844895 -0.45 -0.47 0.11
H -1.324856 -0.962260 -0.092539 0.29 0.66 0.16
H -0.345992 -1.509876 2.010809 -0.05 0.03 -0.05
H 0.547973 -2.725918 1.122290 -0.28 0.14 -0.24
H 1.294959 -1.206866 1.475466 -0.16 0.31 -0.28
H 0.347109 -2.563037 -1.747732 -0.05 0.71 0.49
```
Forces are in eV/Å.

Computed properties:
**SMILES**: CC(C)N(N)[C@H](C)O
**Frontier orbital gap**: 0.334 Eh
**Charge**: 0
**Maximum force**: 0.110 hartree/bohr
**Relative energy (zero: lowest compared OMol25 entry of this formula, charge and spin)**: 4.486 eV